Computed, not measured: 22 unconnected molecules or ions with the total composition C44H132O44 in a non-equilibrium geometry, with wB97M-V/def2-TZVPD.

## Properties
**HOMO-LUMO gap**: 9.87 eV
**Highest occupied orbital energy**: -0.361 hartree
**LUMO**: 0.05 eV
**Charge**: 0
**E**: -137849.591 eV
**Relative energy (zero: lowest compared OMol25 entry of this formula, charge and spin)**: 77.26 kJ/mol

Last column: Mulliken charge in e.
Cartesian coordinates (Å):
C  1.28367  3.91727  -1.24708  -1.81
C  1.18845  2.69321  -2.16008  1.87
O  1.94019  1.67654  -1.42876  1.44
O  0.47241  3.81803  -0.11575  0.17
H  0.97950  4.79283  -1.82754  0.32
H  2.28989  4.10075  -0.93198  0.35
H  1.76283  2.78821  -3.11408  0.28
H  0.13814  2.40097  -2.42383  -1.22
H  1.70014  0.85933  -1.93117  -1.69
H  -0.43649  3.91476  -0.49745  -0.06
C  -0.66357  -0.35842  -4.75544  2.37
C  -0.09157  -0.87805  -6.07702  -0.73
O  -0.80864  -2.05236  -6.34635  -0.46
O  -2.02089  -0.01452  -4.83193  -0.51
H  -0.15781  0.59218  -4.49096  -0.23
H  -0.48746  -1.11791  -3.96509  -1.60
H  0.97886  -1.01653  -5.96528  0.32
H  -0.21260  -0.14994  -6.90269  0.35
H  -0.48307  -2.43001  -7.16599  0.24
H  -2.63169  -0.79352  -4.71863  0.42
C  1.09304  -1.91387  3.55750  2.13
C  1.56741  -3.05677  4.42462  -1.20
O  2.67951  -2.80263  5.29693  -0.68
O  0.35114  -0.90587  4.22480  -0.15
H  0.49137  -2.17929  2.72132  -0.22
H  1.93861  -1.49795  2.97829  -1.03
H  1.75425  -3.89275  3.77191  0.28
H  0.76873  -3.37507  5.12392  0.36
H  3.34206  -2.22005  4.87760  0.44
H  0.91878  -0.57118  4.95988  0.43
C  -5.60716  -4.69114  -1.45176  -0.11
C  -5.30755  -5.35005  -0.10938  -0.44
O  -3.86336  -5.08061  0.20090  -0.30
O  -6.97077  -4.88536  -1.77160  -0.63
H  -4.98887  -5.09914  -2.21622  0.20
H  -5.43254  -3.64909  -1.42801  0.18
H  -5.37420  -6.41236  -0.13219  0.35
H  -5.99052  -4.89592  0.63888  0.31
H  -3.72154  -4.60347  1.01138  0.24
H  -7.01450  -4.77777  -2.71527  0.36
C  -0.46407  -4.13216  -3.15834  1.80
C  -1.26273  -4.60046  -2.00901  -0.73
O  -2.32725  -3.65347  -1.83720  0.65
O  -1.29858  -4.05807  -4.33882  -0.67
H  0.40241  -4.83270  -3.25756  0.51
H  -0.11811  -3.12044  -3.00392  -1.66
H  -0.62460  -4.57506  -1.10878  -0.29
H  -1.61624  -5.62698  -2.15791  0.69
H  -2.90543  -3.96794  -1.08403  -0.30
H  -0.92188  -3.43553  -5.01481  0.16
C  -0.33888  -0.97535  -1.10092  -0.01
C  0.15354  -0.54297  0.27471  1.57
O  -0.21145  0.76162  0.63703  2.21
O  0.69325  -0.74239  -2.12606  2.53
H  -1.20840  -0.41695  -1.40500  0.08
H  -0.59930  -2.07957  -1.08629  -0.78
H  1.21535  -0.78715  0.42860  -1.19
H  -0.42486  -1.20724  1.00681  -0.54
H  -0.21440  1.38307  -0.07720  -1.36
H  1.45338  -1.28486  -1.92879  -1.53
C  7.38621  2.26592  -0.85348  -0.73
C  6.82308  1.34867  0.14413  -0.22
O  5.70427  0.64385  -0.39362  0.08
O  7.88441  1.68632  -2.04704  -0.55
H  8.27084  2.77732  -0.37520  0.39
H  6.72520  3.06773  -1.11440  0.29
H  6.60273  1.91273  1.10211  0.21
H  7.59662  0.60736  0.31414  0.34
H  4.82275  0.95160  -0.01000  0.23
H  7.65959  0.72318  -2.02337  0.36
C  3.07447  -3.34487  -3.47616  -0.24
C  3.47360  -3.09591  -2.06073  0.26
O  3.18450  -1.80745  -1.47833  1.00
O  3.39722  -2.25538  -4.37466  -0.62
H  2.06453  -3.41813  -3.64938  -0.50
H  3.59485  -4.28245  -3.86377  0.39
H  4.58267  -3.30565  -1.81564  0.22
H  2.89616  -3.81231  -1.40019  -0.21
H  3.65318  -1.15881  -1.99306  -0.77
H  4.28127  -1.96673  -4.24138  0.29
C  2.87976  -4.96216  1.04225  -0.99
C  1.61021  -4.18789  0.75019  1.90
O  0.51617  -4.96823  1.10939  -0.64
O  3.05072  -4.97850  2.44089  -0.62
H  3.66779  -4.53943  0.49411  0.62
H  2.72863  -5.95969  0.60934  0.36
H  1.47126  -4.01821  -0.30702  -0.79
H  1.58356  -3.11506  1.17508  -0.64
H  0.67808  -5.24525  2.01811  0.41
H  3.91126  -4.51207  2.56300  0.36
C  1.93970  -0.57037  8.11279  -0.42
C  3.45442  -0.57372  8.01102  -0.42
O  3.98906  0.43264  7.12841  -0.55
O  1.36056  -0.95858  6.83270  -0.42
H  1.65482  0.49458  8.28445  0.28
H  1.58685  -1.30294  8.86396  0.28
H  3.87384  -1.56014  7.72380  0.24
H  3.81211  -0.34700  9.03827  0.37
H  3.94271  0.08048  6.26762  0.30
H  1.73516  -1.76827  6.45490  0.20
C  3.40371  2.28398  1.48909  0.52
C  3.97198  2.06800  2.85772  -0.82
O  3.04542  1.24539  3.59915  -0.26
O  3.45967  1.06739  0.77487  0.11
H  3.79579  3.16897  0.98844  0.28
H  2.32763  2.47730  1.70634  -0.29
H  4.16693  3.07325  3.27471  0.35
H  4.91462  1.49892  2.84495  0.32
H  2.08036  1.48055  3.45235  0.29
H  2.75834  1.05483  0.06052  -0.44
C  -4.62726  1.24746  -1.30464  0.16
C  -4.01846  1.09044  -2.66031  0.04
O  -2.71353  1.70221  -2.67903  0.13
O  -4.81553  2.64269  -0.89580  -0.54
H  -4.05559  0.63100  -0.56361  -0.44
H  -5.71657  0.96835  -1.36590  0.50
H  -4.65372  1.72202  -3.34067  0.18
H  -4.02939  0.07038  -3.00374  -0.26
H  -2.17088  1.23041  -3.34882  -0.13
H  -3.93735  3.02313  -0.80456  -0.17
C  -3.55819  4.45733  1.65369  1.21
C  -3.96543  3.06999  2.14747  0.60
O  -4.30591  3.17399  3.52728  -0.70
O  -4.58697  5.41266  1.83041  -0.73
H  -3.19916  4.46958  0.64660  -0.96
H  -2.71401  4.61133  2.32693  0.09
H  -3.08277  2.37679  2.01752  -1.02
H  -4.82758  2.69028  1.62709  0.74
H  -4.33293  2.23519  3.85345  0.43
H  -5.08256  5.14617  2.58890  0.41
C  -0.50963  3.00657  3.27993  1.51
C  -0.54035  2.87091  4.82264  -0.87
O  -1.06314  1.59289  5.25966  -0.61
O  0.52452  2.20388  2.84357  0.05
H  -0.33768  4.05268  2.99760  -0.47
H  -1.51091  2.73864  2.86449  -0.79
H  -1.24499  3.65662  5.22437  0.44
H  0.44870  3.06405  5.27902  0.24
H  -0.41779  1.01522  4.93308  0.25
H  0.24176  1.46680  2.25214  -0.24
C  -2.05552  5.40700  -2.27284  0.10
C  -3.49101  5.94925  -2.40534  -0.87
O  -4.40602  5.13197  -3.07543  -0.61
O  -2.09888  4.14008  -1.44743  1.07
H  -1.49498  6.11064  -1.75170  0.49
H  -1.64932  5.14418  -3.24145  -0.30
H  -3.48000  6.83674  -2.97736  0.55
H  -3.82690  6.26603  -1.40267  0.28
H  -4.86440  4.54667  -2.43656  0.33
H  -2.34989  3.41083  -2.08959  -0.33
C  4.65979  1.44976  -3.18984  0.82
C  3.83191  1.30294  -4.47039  -1.50
O  2.68186  0.52949  -4.25470  -0.09
O  5.06157  0.12248  -2.77626  -0.57
H  3.97491  1.90961  -2.44764  -0.39
H  5.54786  2.12121  -3.36354  0.52
H  4.47888  0.82451  -5.24314  0.46
H  3.46998  2.19418  -4.99269  0.32
H  2.81252  -0.38746  -4.56380  0.05
H  5.56293  0.28138  -1.95995  0.14
C  4.70208  -1.39418  2.23385  3.48
C  5.90873  -2.23005  2.22188  -1.06
O  5.60826  -3.50737  2.89551  -0.64
O  4.28716  -1.12674  3.56357  -0.79
H  3.86446  -1.81435  1.65963  -0.85
H  4.87500  -0.48663  1.63602  -1.65
H  6.71754  -1.65835  2.73150  0.41
H  6.26771  -2.56809  1.26156  0.25
H  5.51287  -3.30918  3.81848  0.31
H  3.70677  -0.32949  3.61216  0.34
C  -4.79846  -2.70725  -4.71180  -0.33
C  -4.23687  -3.87497  -5.43097  -0.58
O  -3.84245  -4.86681  -4.53250  -0.58
O  -3.72749  -2.03665  -4.00009  -0.22
H  -5.62116  -3.09052  -4.07646  0.07
H  -5.24991  -2.03720  -5.40444  0.50
H  -3.41659  -3.49806  -6.11120  0.05
H  -5.05572  -4.34409  -6.08191  0.36
H  -2.86122  -4.86848  -4.41122  0.37
H  -3.14359  -2.69435  -3.56785  -0.14
C  -1.22883  4.03970  -6.31530  -0.66
C  -0.00583  3.84480  -5.45615  0.44
O  0.25807  5.09543  -4.81166  -0.53
O  -0.96060  5.02998  -7.33090  -0.54
H  -2.12766  4.28735  -5.78575  0.33
H  -1.49920  3.10201  -6.91332  0.34
H  0.75958  3.48603  -6.20740  0.17
H  -0.11945  3.02749  -4.71288  -0.26
H  0.11048  5.86192  -5.40229  0.36
H  -1.32868  4.63663  -8.11414  0.36
C  -3.02919  -0.71764  2.41275  1.32
C  -4.48497  -0.37777  2.54374  -0.41
O  -4.79014  0.35081  3.72024  -0.63
O  -2.52145  -1.60320  3.38063  -0.77
H  -2.44181  0.18084  2.51697  -0.51
H  -2.81860  -1.04686  1.40522  -0.31
H  -5.15437  -1.25830  2.65068  0.36
H  -4.76218  0.25044  1.65355  0.08
H  -4.42593  -0.12223  4.47526  0.29
H  -1.74578  -1.13265  3.71998  0.17
C  -1.41160  7.14682  3.38369  -0.51
C  -0.07762  7.00769  2.82920  0.41
O  0.85028  6.82426  3.85189  -0.52
O  -2.38616  7.61419  2.55952  -0.62
H  -1.30422  7.86328  4.23136  0.29
H  -1.71950  6.21280  3.79660  0.40
H  0.19904  7.91497  2.30611  0.36
H  -0.00139  6.16228  2.16201  -0.48
H  0.59586  7.39083  4.60099  0.31
H  -3.15200  7.02231  2.60865  0.41
C  -2.86458  -6.13195  3.93671  -0.63
C  -2.31267  -4.89090  3.42618  -0.33
O  -3.35534  -4.14226  2.81808  -0.57
O  -3.36543  -6.95051  2.91863  -0.56
H  -3.63361  -5.99058  4.71604  0.27
H  -2.05336  -6.78115  4.33234  0.32
H  -1.54289  -5.12054  2.69450  0.44
H  -1.87787  -4.28866  4.21794  0.42
H  -3.39556  -3.29463  3.25332  0.30
H  -3.73919  -6.37498  2.20454  0.38

Forces on the atoms, in the same order (eV/Å):
-0.8 0.5 -1.6
1.6 0.0 0.3
-1.5 -0.9 -1.0
-1.3 -0.3 0.0
0.1 0.1 -0.2
0.7 -0.2 0.1
-0.7 0.5 0.5
0.7 0.1 0.6
0.4 0.1 0.5
0.3 0.0 0.7
0.6 0.2 -0.1
-0.3 1.4 0.4
0.0 -1.0 -0.3
-1.1 -0.2 0.0
0.2 -0.7 0.0
0.0 0.5 -0.5
0.3 -0.4 0.1
-0.2 -0.1 0.4
-0.1 -0.1 -0.2
0.7 0.5 0.0
0.9 0.9 -0.2
-0.9 -0.3 0.5
0.0 0.4 -0.2
0.7 0.5 0.5
-1.0 -1.1 -0.3
0.2 0.2 0.7
0.4 -0.3 -0.2
0.1 0.3 -0.4
-0.3 -0.3 -0.4
-0.7 -0.3 -0.1
-0.4 -1.0 0.6
1.4 2.0 0.5
-1.3 -0.6 -1.4
-0.3 -0.3 0.4
0.7 -0.5 -0.6
0.6 1.4 0.4
-0.4 -0.7 -0.1
0.6 -0.5 -0.1
-0.3 0.6 1.1
-0.4 0.0 -0.6
0.4 -0.2 -1.4
-0.6 0.6 1.0
-0.6 -0.7 0.8
1.0 0.0 -0.2
-0.5 0.5 -0.3
0.4 0.3 0.4
-0.1 -0.3 -0.2
-0.2 0.1 0.0
0.6 0.1 -0.9
-0.4 -0.5 0.7
1.8 -1.3 -0.5
-1.7 -1.7 0.8
-0.1 -0.3 1.1
-1.7 0.5 0.4
-0.4 0.2 -0.1
0.2 1.3 0.0
0.0 0.4 -0.2
0.8 0.8 -0.7
0.5 0.6 -0.8
0.8 -0.5 0.4
2.2 1.9 0.0
-0.7 -0.4 0.6
0.1 0.4 0.8
-0.6 -1.7 0.1
-0.7 -0.4 -0.2
-0.8 0.4 -0.2
0.1 -0.7 -1.0
0.1 -0.3 0.6
0.6 -0.3 -0.1
0.3 1.2 -0.3
3.0 0.2 -1.6
1.0 -0.7 2.9
-0.9 -1.3 -0.4
-1.0 -0.5 0.0
-2.4 -0.5 0.2
-0.7 0.9 0.7
-1.5 0.2 -0.9
0.8 0.6 -1.0
0.8 1.1 -0.6
1.5 0.4 0.3
-1.8 0.0 -0.1
0.1 1.4 -0.3
-0.8 0.0 0.8
1.5 0.1 -0.3
1.6 0.8 -0.4
0.0 -0.1 0.4
0.1 -0.1 -0.5
0.3 -1.6 -0.1
-0.2 -0.2 0.1
-0.5 -0.3 0.5
0.2 -0.3 -1.8
0.7 0.1 0.7
-0.4 0.0 2.2
-0.5 1.0 0.5
-0.3 -1.0 0.1
0.2 0.7 0.0
-0.4 0.3 0.2
0.1 0.0 -0.6
-0.1 -0.5 -1.8
0.6 -0.2 0.5
-1.9 0.2 0.7
-0.3 -0.1 0.1
-0.3 0.2 0.3
-0.5 -0.3 -1.4
0.4 -0.2 -0.4
0.7 0.4 -0.5
-0.3 -0.5 0.4
-0.2 0.2 0.0
1.2 0.3 0.0
0.7 0.5 0.8
-1.6 0.4 0.7
-0.6 2.3 -0.9
0.4 -0.7 0.1
0.7 -1.2 -0.4
-0.5 0.7 -0.2
1.2 -0.6 0.1
0.4 -0.7 0.3
0.2 -0.5 0.0
-0.6 0.1 0.1
0.3 0.3 0.1
-0.1 -1.1 1.6
0.4 -0.3 -0.1
0.5 -0.8 0.2
0.7 0.5 -0.9
0.0 0.0 -0.6
0.3 0.9 0.0
-0.9 0.5 -0.2
-0.3 -0.3 -0.6
-0.3 1.1 -0.3
-0.6 -0.3 0.9
-1.2 0.4 1.6
-1.7 1.2 0.3
-0.7 2.3 0.0
1.0 -1.7 -1.0
0.2 -0.1 0.1
0.9 -0.1 0.4
0.7 -0.8 -0.3
-0.3 -0.1 -0.4
1.3 -1.9 -0.6
-0.1 0.8 0.1
-2.6 -2.7 -0.1
0.6 -0.1 1.1
-0.6 -1.2 0.5
0.0 0.6 -1.6
1.3 1.1 0.9
0.3 0.2 -0.1
0.4 1.2 -0.7
-0.1 -0.4 -0.2
0.5 0.3 -0.5
0.4 0.7 0.8
-0.4 0.6 -0.5
1.1 -0.6 -1.2
-0.7 -0.8 0.0
-0.5 0.6 -1.1
0.6 -0.3 -0.1
-0.7 -0.7 0.2
-0.2 0.0 0.4
0.4 0.6 0.7
0.0 0.4 0.5
-0.1 -0.2 0.5
-1.4 1.3 -1.3
0.5 -1.4 1.4
0.5 0.6 -0.9
0.4 -0.1 0.4
0.1 -0.6 0.1
0.3 0.0 0.6
-0.3 -0.7 -0.1
-0.2 0.4 -0.5
-0.1 0.1 0.8
0.2 0.0 -0.4
0.5 -0.4 1.0
-0.4 -0.7 -2.1
0.9 -0.6 0.4
-0.7 -0.1 -0.1
0.5 0.4 0.3
-0.1 0.9 -0.5
-0.6 -0.6 0.6
1.0 0.7 0.6
-0.9 0.3 -0.3
-0.5 -0.1 0.0
-0.6 -1.9 -1.9
-0.1 0.2 -1.2
0.5 -0.3 0.2
0.2 0.0 0.9
-0.4 0.4 0.7
0.5 0.7 1.2
0.0 0.7 1.0
-0.1 0.8 -0.2
0.1 -1.0 0.0
-0.1 0.3 -0.6
0.2 0.6 -0.4
-0.9 -0.3 0.0
0.3 0.9 0.3
0.0 0.1 0.5
0.0 0.8 -0.1
-0.1 -0.6 -0.5
0.6 0.0 -0.9
0.0 -0.6 0.9
0.1 -0.1 0.0
0.2 -0.6 0.5
-0.7 0.5 2.5
1.3 0.5 -1.2
0.6 -0.4 1.3
-1.4 0.4 -1.7
-0.1 -0.3 0.0
-0.1 -0.9 0.7
-0.1 0.3 -0.6
0.1 -0.3 -0.4
0.2 -0.3 -0.4
0.1 0.2 -0.3
0.2 -2.4 1.3
0.4 1.3 -0.2
-0.4 -0.4 -0.7
-1.0 0.5 -1.8
0.3 0.2 -0.1
-0.3 0.7 0.4
0.1 0.1 -0.3
0.2 0.0 0.2
0.2 0.6 0.1
0.3 -0.8 0.8